(1)
{"formula": "C14H42BCaF4O7", "method": "the ωB97M-V functional and the def2-TZVPD basis", "charge": 1, "e_tot_ev": -59518.09879, "gap_ev": 7.56, "species": ["Ca", "B", "F", "F", "F", "F", "C", "C", "O", "H", "H", "H", "H", "H", "H", "C", "C", "O", "H", "H", "H", "H", "H", "H", "C", "C", "O", "H", "H", "H", "H", "H", "H", "C", "C", "O", "H", "H", "H", "H", "H", "H", "C", "C", "O", "H", "H", "H", "H", "H", "H", "C", "C", "O", "H", "H", "H", "H", "H", "H", "C", "C", "O", "H", "H", "H", "H", "H", "H"], "positions_angstrom": [[0.483, 2.547, -1.048], [-0.259, 0.193, 0.201], [0.463, 0.267, -0.969], [-1.057, 1.324, 0.243], [-1.086, -0.884, 0.273], [0.635, 0.245, 1.223], [0.685, -3.647, -0.452], [1.889, -2.911, 0.092], [1.350, -2.426, 1.306], [0.446, -4.556, 0.101], [0.872, -4.053, -1.447], [-0.233, -3.062, -0.507], [2.150, -2.069, -0.549], [2.766, -3.515, 0.327], [0.673, -1.787, 1.073], [-0.967, 3.553, 3.045], [0.322, 3.385, 2.209], [0.146, 3.896, 0.934], [-1.248, 4.605, 3.087], [-0.853, 3.286, 4.095], [-1.735, 2.943, 2.570], [0.628, 2.340, 2.175], [1.225, 3.810, 2.648], [-0.111, 4.820, 0.988], [-2.135, -0.006, 3.693], [-0.843, -0.698, 4.106], [0.260, 0.141, 3.835], [-2.961, -0.599, 4.085], [-2.268, 0.052, 2.613], [-2.220, 0.980, 4.149], [-0.717, -1.602, 3.511], [-0.877, -0.917, 5.174], [0.535, 0.151, 2.915], [2.232, -2.563, -4.058], [2.729, -1.153, -3.594], [4.149, -0.990, -3.773], [1.150, -2.585, -4.182], [2.538, -3.289, -3.305], [2.673, -2.839, -5.016], [2.329, -0.999, -2.591], [2.224, -0.471, -4.280], [4.438, -0.080, -3.679], [-1.550, -0.283, -3.321], [-1.769, 1.161, -2.884], [-0.551, 1.878, -2.994], [-2.473, -0.807, -3.073], [-0.758, -0.830, -2.808], [-1.356, -0.460, -4.379], [-2.128, 1.106, -1.856], [-2.474, 1.618, -3.578], [-0.326, 1.927, -3.926], [3.980, 0.495, 0.622], [3.533, 1.485, -0.504], [2.586, 2.358, 0.044], [4.785, -0.118, 0.219], [3.170, -0.195, 0.861], [4.308, 0.993, 1.535], [3.188, 0.945, -1.386], [4.368, 2.117, -0.804], [3.001, 2.891, 0.728], [-4.136, -0.034, 0.078], [-4.499, -1.325, 0.808], [-5.391, -1.049, 1.850], [-3.549, 0.648, 0.693], [-5.053, 0.495, -0.181], [-3.541, -0.262, -0.807], [-3.556, -1.713, 1.194], [-4.871, -2.118, 0.159], [-5.356, -1.762, 2.491]], "forces_ev_per_angstrom": [[0.03, 0.05, 0.93], [-1.33, -1.54, 1.29], [1.12, 0.08, -1.84], [-0.60, 2.16, -0.32], [0.06, -0.68, -0.25], [1.01, 0.22, 0.59], [0.38, -1.69, -1.71], [-1.92, 0.06, 0.49], [1.06, 0.79, 1.32], [0.15, 0.23, 0.51], [0.00, 0.14, -0.43], [0.29, 0.33, 0.11], [0.38, 0.01, -0.27], [-0.16, -0.05, -0.18], [-0.03, -0.29, 0.23], [0.90, 0.10, -0.28], [0.17, -0.99, 2.98], [-0.06, 0.38, -2.68], [-0.20, 0.12, -0.32], [0.21, -0.42, -0.20], [-0.16, 0.16, 0.21], [-0.57, -0.11, -0.50], [-0.18, 0.68, 0.35], [-0.11, 0.16, 0.12], [-0.36, -0.51, 0.50], [-0.23, 0.56, -1.24], [0.80, 0.78, 1.02], [-0.26, 0.00, -0.09], [0.16, 0.11, -0.04], [0.11, 0.04, -0.09], [-0.15, -0.43, 0.33], [0.29, -0.05, -0.10], [-0.44, -0.54, 0.24], [1.15, 0.66, 0.53], [-0.51, -0.58, -1.63], [-0.67, -0.87, 0.53], [0.00, 0.15, 0.23], [-0.13, -0.20, -0.15], [0.09, 0.10, 0.06], [0.48, 0.23, 0.34], [-0.12, 0.49, 0.08], [-0.32, 0.08, 0.03], [-0.42, -0.68, 0.11], [-0.43, -2.05, -1.10], [1.00, 1.31, 0.37], [-0.08, -0.19, -0.16], [0.05, 0.42, 0.37], [-0.16, 0.49, -0.19], [0.14, 0.71, -0.06], [-0.35, 0.14, 0.48], [0.12, 0.01, -0.15], [-0.28, -0.16, -1.47], [2.43, -1.12, 1.58], [-2.16, 1.00, -0.62], [0.19, 0.04, 0.19], [-0.11, 0.14, 0.12], [0.03, 0.17, -0.16], [-0.56, 0.12, 0.13], [0.28, -0.28, -0.27], [-0.01, 0.00, 0.15], [-0.60, -0.13, 0.07], [1.30, 0.04, -0.11], [-0.40, 0.33, 0.35], [-0.01, -0.20, 0.23], [0.01, 0.01, -0.31], [-0.16, -0.05, -0.12], [0.18, -0.19, 0.26], [-0.31, 0.21, -0.39], [-0.06, -0.03, 0.01]]}

***

(2)
{"formula": "C14H42BrHfNO10S7", "method": "the ωB97M-V functional and the def2-TZVPD basis", "charge": 2, "e_tot_ev": -184345.24974, "gap_ev": 9.71, "species": ["Hf", "N", "O", "O", "O", "Br", "C", "S", "O", "C", "H", "H", "H", "H", "H", "H", "C", "S", "O", "C", "H", "H", "H", "H", "H", "H", "C", "S", "O", "C", "H", "H", "H", "H", "H", "H", "C", "S", "O", "C", "H", "H", "H", "H", "H", "H", "C", "S", "O", "C", "H", "H", "H", "H", "H", "H", "C", "S", "O", "C", "H", "H", "H", "H", "H", "H", "C", "S", "O", "C", "H", "H", "H", "H", "H", "H"], "positions_angstrom": [[-35.237, 7.663, -9.153], [-35.516, 10.109, -6.515], [-36.144, 11.058, -7.030], [-35.164, 10.105, -5.353], [-35.366, 9.033, -7.191], [-35.747, 7.649, -11.922], [-38.794, 10.935, -9.074], [-37.871, 9.960, -10.247], [-37.114, 8.940, -9.486], [-39.212, 9.077, -11.002], [-38.078, 11.477, -8.460], [-39.480, 10.333, -8.484], [-39.403, 11.642, -9.640], [-39.853, 8.634, -10.239], [-38.762, 8.292, -11.610], [-39.809, 9.715, -11.652], [-37.008, 3.213, -10.083], [-37.481, 4.741, -9.287], [-36.402, 5.743, -9.522], [-38.794, 5.120, -10.399], [-36.679, 3.451, -11.096], [-37.911, 2.608, -10.082], [-36.194, 2.722, -9.562], [-39.411, 4.226, -10.509], [-38.434, 5.378, -11.396], [-39.415, 5.914, -9.994], [-38.311, 6.045, -5.561], [-38.052, 7.538, -6.515], [-37.140, 7.249, -7.646], [-39.701, 7.557, -7.215], [-39.219, 6.259, -4.986], [-37.547, 5.922, -4.803], [-38.451, 5.165, -6.182], [-39.745, 8.407, -7.886], [-40.465, 7.597, -6.445], [-39.864, 6.656, -7.814], [-32.257, 3.850, -9.885], [-33.817, 4.628, -10.279], [-33.698, 6.055, -9.811], [-33.666, 4.631, -12.042], [-32.132, 3.939, -8.805], [-31.440, 4.348, -10.399], [-32.408, 2.797, -10.114], [-34.529, 5.152, -12.456], [-33.704, 3.585, -12.360], [-32.743, 5.090, -12.388], [-31.406, 9.807, -7.915], [-32.035, 8.244, -7.328], [-33.201, 7.904, -8.191], [-30.712, 7.198, -7.916], [-30.324, 9.866, -7.825], [-31.984, 10.601, -7.451], [-31.593, 9.862, -8.994], [-31.143, 6.196, -7.972], [-29.897, 7.160, -7.195], [-30.360, 7.487, -8.904], [-35.369, 12.240, -9.786], [-34.036, 11.083, -9.634], [-34.626, 9.704, -9.660], [-33.249, 11.349, -11.239], [-34.934, 13.241, -9.731], [-35.961, 12.111, -8.877], [-35.972, 12.155, -10.688], [-32.759, 10.424, -11.541], [-32.519, 12.134, -11.052], [-33.991, 11.580, -11.997], [-34.023, 6.977, -4.921], [-34.922, 5.781, -5.895], [-34.832, 6.101, -7.357], [-33.873, 4.360, -5.705], [-32.975, 6.716, -4.785], [-34.542, 7.096, -3.973], [-34.106, 7.919, -5.468], [-33.954, 4.029, -4.665], [-32.826, 4.648, -5.809], [-34.223, 3.590, -6.381]], "forces_ev_per_angstrom": [[-0.89, 0.39, 1.70], [-1.68, 0.08, -0.35], [0.74, -0.40, 0.07], [0.52, 0.18, 0.10], [0.58, -0.51, -0.05], [0.44, 0.00, 0.71], [-0.18, 0.14, -0.06], [-0.22, 1.18, -1.32], [0.52, -1.44, 1.19], [-0.33, -0.45, -0.15], [-0.08, -0.14, 0.15], [0.18, -0.10, 0.18], [0.16, 0.02, -0.15], [0.03, 0.01, 0.05], [0.09, 0.07, 0.02], [0.12, 0.21, 0.08], [0.30, 0.32, -0.38], [-0.44, -0.33, 0.96], [1.05, 0.59, -0.91], [-0.68, -0.07, -0.69], [-0.17, -0.11, -0.06], [0.09, -0.20, -0.03], [-0.06, 0.02, 0.26], [-0.03, 0.05, 0.20], [0.26, 0.14, 0.15], [0.13, 0.14, 0.03], [-0.52, 0.27, 0.63], [-0.45, 0.57, 0.90], [0.10, -0.95, -0.65], [-0.01, -0.31, -0.55], [-0.05, -0.14, -0.19], [0.34, -0.09, -0.26], [0.10, -0.01, -0.10], [-0.12, 0.15, 0.13], [0.05, 0.26, 0.11], [0.15, -0.05, 0.13], [-0.42, 0.33, 0.46], [-0.32, -0.54, -0.02], [-0.14, 1.25, -0.05], [-0.12, -0.26, -0.47], [0.00, 0.01, 0.00], [0.10, -0.22, -0.17], [0.37, -0.03, -0.25], [0.03, 0.10, 0.09], [0.06, 0.03, 0.03], [0.02, 0.10, 0.15], [-0.18, 0.10, -0.91], [0.57, 0.14, 0.35], [-0.47, 0.22, -1.06], [-0.03, -0.57, -0.12], [-0.04, 0.15, 0.63], [0.35, 0.11, 0.26], [-0.09, -0.28, 0.12], [-0.03, 0.09, -0.01], [0.00, 0.27, 0.03], [-0.04, 0.11, -0.01], [-0.28, 0.48, 0.45], [0.36, 0.55, -0.14], [-0.15, -1.14, -0.74], [-0.24, -0.45, 0.26], [0.16, -0.07, -0.08], [0.04, -0.06, -0.16], [0.19, -0.29, -0.10], [0.13, 0.01, 0.23], [-0.02, 0.15, -0.34], [0.01, 0.26, 0.00], [0.20, 0.29, -0.27], [-0.69, -0.12, 0.25], [0.55, 0.10, -0.71], [0.40, 0.21, 0.92], [-0.03, -0.06, 0.05], [0.06, -0.09, 0.10], [-0.15, -0.01, 0.13], [-0.27, -0.11, -0.12], [-0.06, -0.11, -0.54], [0.12, -0.09, -0.10]]}

***

(3)
{"formula": "C14H42CsF6O14P", "method": "the ωB97M-V functional and the def2-TZVPD basis", "charge": 1, "e_tot_ev": -69997.64061, "multiplicity": 2, "s_squared": 0.755, "gap_ev": [9.02, 2.70], "species": ["Cs", "P", "F", "F", "F", "F", "F", "F", "C", "C", "O", "O", "H", "H", "H", "H", "H", "H", "C", "C", "O", "O", "H", "H", "H", "H", "H", "H", "C", "C", "O", "O", "H", "H", "H", "H", "H", "H", "C", "C", "O", "O", "H", "H", "H", "H", "H", "H", "C", "C", "O", "O", "H", "H", "H", "H", "H", "H", "C", "C", "O", "O", "H", "H", "H", "H", "H", "H", "C", "C", "O", "O", "H", "H", "H", "H", "H", "H"], "positions_angstrom": [[2.402, 3.022, 0.596], [0.068, -0.247, -0.693], [-1.469, -0.474, -0.411], [-0.288, 0.931, -1.654], [0.324, 0.904, 0.398], [1.683, -0.024, -1.076], [0.400, -1.370, 0.477], [-0.050, -1.343, -1.974], [4.131, -1.042, 1.333], [5.385, -0.707, 2.153], [5.332, -0.897, 3.544], [3.012, -0.230, 1.700], [3.830, -2.090, 1.358], [4.285, -0.845, 0.272], [5.840, 0.264, 1.955], [6.123, -1.426, 1.797], [4.803, -0.197, 3.932], [2.331, -0.431, 1.055], [-1.471, -3.596, 1.013], [-0.576, -4.442, 1.839], [-0.684, -5.760, 1.319], [-2.856, -4.049, 1.103], [-1.048, -3.585, 0.008], [-1.442, -2.574, 1.391], [-0.813, -4.426, 2.903], [0.453, -4.118, 1.682], [0.070, -6.241, 1.667], [-3.323, -3.370, 1.596], [5.088, 0.777, -2.212], [4.984, -0.569, -2.921], [4.882, -1.713, -1.986], [3.878, 1.213, -1.755], [5.484, 1.393, -3.019], [5.905, 0.685, -1.497], [5.892, -0.640, -3.520], [4.174, -0.878, -3.581], [5.328, -2.369, -2.526], [3.252, 0.487, -1.706], [-3.660, 0.668, -4.123], [-2.193, 0.283, -3.916], [-1.705, -0.652, -4.791], [-3.760, 1.045, -5.539], [-3.922, 1.583, -3.591], [-4.384, -0.114, -3.897], [-2.015, 0.037, -2.870], [-1.682, 1.241, -4.016], [-0.892, -0.875, -4.332], [-3.130, 0.454, -5.958], [-0.687, 5.092, -2.429], [-2.093, 4.601, -2.032], [-2.046, 3.357, -1.273], [0.280, 4.670, -1.513], [-0.708, 6.182, -2.456], [-0.365, 4.726, -3.404], [-2.647, 4.184, -2.872], [-2.595, 5.334, -1.401], [-1.463, 2.725, -1.701], [1.230, 4.637, -1.651], [0.060, 1.688, 3.616], [0.136, 0.902, 4.972], [0.315, 1.611, 6.113], [1.270, 2.311, 3.272], [-0.677, 2.491, 3.629], [-0.020, 1.012, 2.765], [0.944, 0.171, 4.972], [-0.709, 0.225, 5.094], [0.627, 0.906, 6.686], [1.238, 3.246, 3.487], [-4.491, -0.745, 1.588], [-5.810, -1.535, 1.688], [-5.474, -2.864, 1.374], [-3.821, -1.057, 0.333], [-3.879, -1.011, 2.449], [-4.663, 0.329, 1.525], [-6.484, -1.188, 0.905], [-6.301, -1.638, 2.656], [-6.231, -3.314, 1.756], [-2.914, -0.740, 0.323]], "forces_ev_per_angstrom": [[0.07, -0.42, -0.19], [2.01, -0.82, -1.65], [-0.55, 0.05, 0.66], [-0.37, 0.89, -1.66], [-0.61, -0.09, 1.58], [-0.81, -1.21, 0.39], [0.26, 0.32, -1.32], [0.48, 0.84, 2.06], [-0.22, 0.79, -0.28], [0.25, -0.86, -0.66], [-0.47, -0.20, 0.26], [0.04, 0.36, 0.49], [0.32, -0.24, 0.57], [0.75, -0.05, -0.07], [-0.47, 0.36, -0.39], [0.15, -0.07, -0.03], [-0.13, 0.03, 0.04], [-0.23, 0.01, 0.06], [-1.72, 1.93, 0.34], [1.10, -2.40, 0.19], [-0.15, 0.38, 0.50], [2.61, -0.28, -1.21], [-0.67, -0.51, -0.49], [0.02, -0.03, -0.06], [-0.27, 0.27, 0.03], [-0.08, 0.64, 0.10], [0.12, -0.41, -0.17], [-1.39, 0.78, 0.40], [0.66, -1.85, -2.24], [0.33, -1.56, 0.63], [0.90, 0.98, -0.42], [-0.95, 1.33, 1.14], [-0.23, 0.75, 0.12], [-0.23, 0.04, 0.58], [0.27, -0.28, 0.10], [-0.44, 1.64, -0.39], [-0.08, -0.69, 0.51], [-0.05, -0.10, 0.01], [0.47, 0.13, -1.94], [-1.58, 2.45, 2.16], [0.35, -0.91, -0.35], [-0.19, -0.32, 1.10], [0.18, -0.21, 0.37], [0.07, -0.18, 0.04], [-0.27, -0.49, 0.00], [0.43, 0.28, -0.34], [0.42, -0.69, -0.59], [-0.03, -0.09, -0.51], [0.49, 0.40, -1.11], [0.80, -2.50, 0.44], [0.03, 0.72, 0.88], [0.18, -0.93, 2.78], [-0.02, 0.14, -0.20], [-0.48, 0.02, -0.30], [-0.26, 1.64, -0.63], [-0.20, -0.22, -0.28], [0.16, 0.04, -0.17], [-0.56, 0.66, -1.46], [0.20, -0.50, 1.07], [-0.07, -1.69, -2.58], [0.15, 1.49, 1.55], [1.61, 0.95, -0.11], [-0.65, -0.55, 0.08], [-1.03, -0.39, 0.43], [0.54, -0.04, -1.12], [-0.88, 0.20, -0.52], [0.11, 0.68, 0.87], [-0.05, -0.04, 0.50], [-0.14, 0.15, -0.70], [0.83, 0.48, -1.19], [0.16, -1.22, 0.19], [-1.33, -1.12, 1.14], [0.34, 0.16, 0.10], [-0.17, 0.09, 0.62], [-0.27, 0.34, 0.21], [0.21, 1.37, 0.22], [0.22, -0.98, -0.33], [0.02, 0.35, 0.18]]}